No. 1
Below is the molecule C2H5N3O2 at a distorted geometry, with properties calculated with ωB97M-V/def2-TZVPD.

Last column: Mulliken charge in e.
Geometry (Å):
H1 2.6382 -0.1856 -0.5820  0.280
N1 1.6366 -0.5757 -0.0435  -0.609
C1 0.7938 0.2934 -0.4514  0.560
N2 0.5428 1.1929 -1.4417  -0.469
O1 -0.2346 0.6168 0.4339  -0.275
N3 -0.5820 -0.2864 1.1795  -0.230
C2 -1.5735 -1.2009 0.8856  0.148
O2 -1.9099 -2.1798 1.4669  -0.499
H2 0.6969 1.4566 -2.5335  0.281
H3 -0.2549 2.0127 -0.9222  0.328
H4 0.0028 -0.2110 2.2868  0.308
H5 -1.7561 -0.9330 -0.2784  0.176

Calculated values
- 2S+1 = 1
- SMILES = [H]/N=C(\N)ONC=O
- E_LUMO (eV) = 0.34
- energy relative to the best compared isomer or geometry (same formula, charge and spin) (kcal/mol) = 172.02



No. 2
Below is the molecule C2H5N3O2 at a distorted geometry, with properties calculated with ωB97M-V/def2-TZVPD.

Last column: Mulliken charge in e.
Geometry (Å):
N1 -0.4579 -0.7805 -0.7406  -0.734
N2 -0.0671 -0.1307 0.4854  0.180
C1 0.7462 -0.8495 1.2595  0.149
O1 1.0636 -2.0362 1.0795  -0.554
C2 0.1497 1.1664 0.1931  0.150
N3 -0.2861 2.0647 -0.6579  -0.309
O2 -1.0579 1.4904 -1.5857  -0.395
H1 -1.2941 -1.3609 -0.4491  0.250
H2 0.2114 -1.5834 -0.8792  0.298
H3 0.9106 -0.1901 2.1130  0.337
H4 0.9234 1.6014 0.9282  0.151
H5 -0.8418 0.6085 -1.7463  0.477

Calculated values
- 2S+1 = 1
- SMILES = NN(C=O)/C=N\O
- E_LUMO (eV) = 0.46
- energy relative to the best compared isomer or geometry (same formula, charge and spin) (kcal/mol) = 123.22



No. 3
Below is a cluster of 2 separate species, C2H5N3O2 in total at a distorted geometry, with properties calculated with ωB97M-V/def2-TZVPD.

Last column: Mulliken charge in e.
Geometry (Å):
C1 -0.3201 0.5968 3.6125  0.523
C2 -0.7831 0.1045 0.2507  -0.301
N1 -1.1721 0.9931 2.9148  -0.408
N2 1.1917 -0.6733 -0.8748  -0.675
N3 0.5081 0.0270 0.1885  0.176
O1 0.3159 0.1350 4.5008  -0.480
O2 -1.3370 -0.3226 -0.8935  -0.478
H1 -2.2979 -0.4267 -0.7361  0.391
H2 -1.4764 0.6958 1.9858  0.482
H3 0.5242 -1.3090 -1.2531  0.292
H4 1.3028 0.0617 -1.5879  0.268
H5 1.1054 0.5258 0.7243  0.211

Calculated values
- 2S+1 = 1
- E_LUMO (eV) = 0.40
- energy relative to the best compared isomer or geometry (same formula, charge and spin) (kcal/mol) = 92.04



No. 4
Below is the molecule C2H5N3O2S at a distorted geometry, with properties calculated with ωB97M-V/def2-TZVPD.

Last column: Mulliken charge in e.
Geometry (Å):
N1 1.5487 -1.0584 0.5113  -0.573
N2 1.6340 -0.0575 -0.5443  -0.096
C1 0.5790 0.8096 -0.4767  0.572
O1 0.5679 2.1462 -0.3618  -0.635
C2 -0.6466 -0.0624 -0.3957  0.073
S1 -0.8559 -1.7001 -0.6085  -0.377
N3 -1.7097 0.7845 -0.2910  0.011
O2 -2.9216 0.3380 0.2492  -0.457
H1 1.8641 -0.7460 1.6465  0.276
H2 2.0871 -1.9461 0.2288  0.237
H3 2.4661 0.5144 -0.3979  0.333
H4 -1.6610 1.7791 0.0103  0.295
H5 -2.9522 -0.8013 0.4299  0.340

Calculated values
- 2S+1 = 1
- SMILES = NNC(=O)C(=S)NO
- E_LUMO (eV) = -0.96
- energy relative to the best compared isomer or geometry (same formula, charge and spin) (kcal/mol) = 129.51



No. 5
Below is the molecule C2H5N3O3 at a distorted geometry, with properties calculated with ωB97M-V/def2-TZVPD.

Last column: Mulliken charge in e.
Geometry (Å):
H1 -0.3800 -0.4194 1.4018  0.363
N1 -0.1695 0.6261 1.2522  -0.551
C1 0.2528 0.8689 0.0915  0.352
N2 0.4958 2.0628 -0.5203  -0.222
O1 -0.0763 2.9934 0.5797  -0.499
O2 0.5904 -0.1671 -0.6455  -0.206
N3 0.6447 -1.4273 0.0673  -0.542
C2 -0.5985 -2.1735 -0.4432  0.086
O3 -1.6354 -1.7069 -0.7499  -0.347
H2 0.2015 2.3971 -1.6001  0.320
H3 -0.2681 2.1035 1.2809  0.509
H4 1.5311 -1.9211 -0.5512  0.361
H5 -0.5886 -3.2365 -0.1633  0.375

Calculated values
- 2S+1 = 1
- SMILES = [H]/N=C(/NO)ONC=O
- E_LUMO (eV) = 0.31
- energy relative to the best compared isomer or geometry (same formula, charge and spin) (kcal/mol) = 138.06



No. 6
Below is the molecule C2H5N3O3, with properties calculated with ωB97M-V/def2-TZVPD.

Last column: Mulliken charge in e.
Geometry (Å):
N1 -0.2216 0.7155 -1.0665  -0.143
C1 0.0628 -1.0487 -1.0055  0.278
C2 0.6159 -0.2327 0.2467  0.611
N2 -1.3332 -0.3910 1.4453  -0.510
O1 0.5539 1.7668 -1.5580  -0.374
O2 1.9382 0.0565 0.1297  -0.495
N3 0.0700 -0.3364 1.4058  -0.428
O3 -0.8766 -1.7476 -1.1225  -0.386
H1 1.4284 1.3693 -1.6999  0.354
H2 2.1889 0.5224 0.9416  0.351
H3 -1.1365 1.1119 -0.8393  0.256
H4 -1.7094 -1.0551 0.7567  0.205
H5 -1.5810 -0.7310 2.3660  0.281

Calculated values
- 2S+1 = 1
- E_LUMO (alpha / beta) (eV) = -0.63 / -0.63
- energy relative to the best compared isomer or geometry (same formula, charge and spin) (kcal/mol) = 136.55



No. 7
Below is a structure of composition C2H5N3O4 at a distorted geometry, with properties calculated with ωB97M-V/def2-TZVPD.

Last column: Mulliken charge in e.
Geometry (Å):
C1 -1.0070 0.2329 -1.0964  -1.244
C2 -0.0092 0.1045 -0.0389  0.741
N1 -0.8252 0.1355 1.6547  -0.659
N2 0.7421 -1.2178 -0.2612  0.925
N3 1.1015 1.0480 0.1191  0.916
O1 1.4719 -1.0921 -1.2041  -0.536
O2 1.2977 1.8806 -0.7220  -0.553
O3 0.5109 -2.1453 0.3995  -0.584
O4 1.8086 0.8718 1.0742  -0.562
H1 -0.7427 -0.1584 -2.1813  0.326
H2 -1.3010 1.2683 -1.1100  0.318
H3 -1.9343 -0.3405 -0.8079  0.346
H4 -0.9897 -0.8253 1.8292  0.289
H5 -0.1237 0.2378 2.3450  0.278

Calculated values
- 2S+1 = 1
- E_LUMO (eV) = -0.66
- energy relative to the best compared isomer or geometry (same formula, charge and spin) (kcal/mol) = 138.94



No. 8
Below is a structure of composition C2H5N3OS at a distorted geometry, with properties calculated with ωB97M-V/def2-TZVPD.

Last column: Mulliken charge in e.
Geometry (Å):
C1 -1.0169 -0.2931 0.0749  0.403
C2 2.1438 0.7016 0.0300  -0.267
H1 -2.5986 -1.4805 0.2940  0.371
H2 -0.6568 -2.2219 -0.3988  0.331
H3 -2.4414 0.8528 -0.4114  0.214
H4 0.2789 1.5824 0.0101  0.385
H5 2.6271 1.7359 -0.0424  0.259
N1 -1.3453 -1.4365 0.0362  -0.355
N2 -1.5000 0.9169 -0.1666  -0.715
N3 0.9573 0.7394 0.2954  -0.015
O1 0.3997 -0.4350 0.3298  -0.265
S1 3.1522 -0.6620 -0.0511  -0.345

Calculated values
- 2S+1 = 1
- E_LUMO (eV) = -0.21
- energy relative to the best compared isomer or geometry (same formula, charge and spin) (kcal/mol) = 144.80



No. 9
Below is a cluster of 2 separate species, C2H5N3OS in total at a distorted geometry, with properties calculated with ωB97M-V/def2-TZVPD.

Last column: Mulliken charge in e.
Geometry (Å):
C1 1.8474 0.2191 -0.3404  -0.396
N1 2.0310 -0.8875 0.2441  0.136
N2 1.5685 -1.9189 0.7047  -0.196
S1 2.1451 -3.1349 1.4900  -0.214
H1 2.2778 0.4232 -1.3467  0.251
H2 1.5066 1.0434 0.1533  0.380
N3 -0.8913 -1.3472 -0.3909  -0.245
C2 -0.7658 -0.0446 -0.5108  -0.018
O1 -0.9125 0.5072 -1.5764  -0.598
H3 -0.4583 -1.6778 0.4876  0.267
H4 -1.4791 -1.9420 -0.8814  0.186
H5 -0.5461 0.5305 0.4309  0.448

Calculated values
- 2S+1 = 1
- SMILES = C=NN=S.NC=O
- E_LUMO (eV) = -0.59
- energy relative to the best compared isomer or geometry (same formula, charge and spin) (kcal/mol) = 110.39



No. 10
Below is the molecule C2H5N3OS2 at a distorted geometry, with properties calculated with ωB97M-V/def2-TZVPD.

Last column: Mulliken charge in e.
Geometry (Å):
N1 0.2682 -1.8764 0.3133  -0.557
C1 0.1517 -0.5876 0.0858  0.826
N2 0.9910 0.2728 -0.0016  -0.460
S1 2.6400 -0.2723 -0.2513  -0.204
C2 -1.1455 -0.0267 0.1277  -0.060
S2 -2.4888 -0.8866 -0.4036  -0.345
N3 -1.3820 1.2724 0.2946  -0.185
O1 -0.4325 2.4326 -0.0979  -0.441
H1 0.9678 -2.4160 -0.1681  0.200
H2 -0.6648 -2.4906 0.8923  0.298
H3 2.9163 0.9868 -0.6349  0.163
H4 -2.2369 1.6336 -0.1619  0.286
H5 0.4155 1.9580 0.0057  0.478

Calculated values
- 2S+1 = 1
- SMILES = N/C(=N\S)C(=S)NO
- E_LUMO (eV) = -0.62
- energy relative to the best compared isomer or geometry (same formula, charge and spin) (kcal/mol) = 97.40



What is the energy relative to the best compared isomer or geometry (same formula, charge and spin) in the seventh record? 138.94 kcal/mol



The highest energy relative to the best compared isomer or geometry (same formula, charge and spin) belongs to which entry? number 1